Formula: C2H7OSi
Source: the Open Molecules 2025 dataset
Level of theory: the ωB97M-V functional and the def2-TZVPD basis

Its net charge is +1. The value obtained for the HOMO-LUMO gap (spin up / spin down) is 6.073 / 7.166 eV.

Cartesian coordinates (Å):
1 C 0.24998 1.57692 -1.82055
2 C 0.44989 -1.05328 1.40320
3 O 0.10056 0.75091 -0.38795
4 Si -0.94314 -0.31696 0.26969
5 H 1.17655 2.16269 -1.89791
6 H -0.30642 1.08885 -2.63153
7 H 1.28401 -0.89278 0.72018
8 H 0.72266 -0.73224 2.41545
9 H 0.41009 -2.08341 1.53976
10 H -1.55748 -1.02202 -0.90394
11 H -1.58672 0.52133 1.29360

Results of the Mulliken charge analysis, in e, for atoms 1 through 5:
1. C 0.103
2. C -0.952
3. O -0.084
4. Si 0.315
5. H 0.323